1:
{"formula": "C19H23N3O2", "method": "the ωB97M-V functional and the def2-TZVPD basis", "smiles": "[H]/N=c1\\n(CCC)c2ccccc2n1CCOc1ccc(OC)cc1", "multiplicity": 1, "e_lumo_ev": 0.86, "total_charge": 0, "elements": ["H", "N", "C", "N", "C", "C", "C", "C", "C", "C", "C", "C", "C", "N", "C", "C", "O", "C", "C", "C", "C", "O", "C", "C", "C", "H", "H", "H", "H", "H", "H", "H", "H", "H", "H", "H", "H", "H", "H", "H", "H", "H", "H", "H", "H", "H", "H"], "coordinates": [[-3.0319, -2.8951, -0.4994], [-2.3353, -2.6050, 0.1752], [-2.1700, -1.3481, 0.2610], [-2.7620, -0.2971, -0.4318], [-3.8165, -0.4309, -1.3986], [-5.2038, -0.3478, -0.7525], [-6.3096, -0.4831, -1.7901], [-2.2536, 0.8954, 0.0431], [-2.5226, 2.2062, -0.2959], [-1.8136, 3.1998, 0.3672], [-0.8704, 2.8893, 1.3340], [-0.5978, 1.5734, 1.6838], [-1.2998, 0.5817, 1.0294], [-1.2830, -0.7893, 1.1553], [-0.4368, -1.5809, 1.9995], [0.9319, -1.8348, 1.3611], [1.6228, -0.6057, 1.3252], [2.8287, -0.5441, 0.6884], [3.5114, -1.6346, 0.1597], [4.7359, -1.4514, -0.4527], [5.3086, -0.1866, -0.5531], [6.5229, -0.1260, -1.1783], [7.1455, 1.1276, -1.3049], [4.6249, 0.9036, -0.0250], [3.3994, 0.7211, 0.5861], [-3.7006, -1.3941, -1.9071], [-3.7030, 0.3600, -2.1461], [-5.2943, -1.1406, -0.0065], [-5.2944, 0.6091, -0.2338], [-7.2852, -0.4202, -1.3153], [-6.2368, 0.3091, -2.5322], [-6.2387, -1.4400, -2.3029], [-3.2555, 2.4580, -1.0469], [-2.0034, 4.2338, 0.1211], [-0.3359, 3.6871, 1.8275], [0.1453, 1.3338, 2.4262], [-0.9409, -2.5384, 2.1479], [-0.3017, -1.0666, 2.9539], [0.7880, -2.2320, 0.3482], [1.4837, -2.5715, 1.9612], [3.1024, -2.6306, 0.2203], [5.2722, -2.2915, -0.8646], [8.0839, 0.9396, -1.8245], [7.3576, 1.5733, -0.3272], [6.5388, 1.8218, -1.8961], [5.0323, 1.9003, -0.0835], [2.8606, 1.5620, 0.9935]], "nbo_charge": [0.3472, -0.8143, 0.5959, -0.4041, -0.2024, -0.4043, -0.6063, 0.1179, -0.2510, -0.2268, -0.2283, -0.2539, 0.2097, -0.4153, -0.2304, -0.0735, -0.5299, 0.3475, -0.2909, -0.2398, 0.2764, -0.4966, -0.2506, -0.2769, -0.2591, 0.2053, 0.2053, 0.2068, 0.2047, 0.2167, 0.2018, 0.2027, 0.2134, 0.2119, 0.2117, 0.2245, 0.2512, 0.2092, 0.1889, 0.1766, 0.2192, 0.2234, 0.1991, 0.1733, 0.1736, 0.2180, 0.2226]}


2:
{"formula": "C19H23N3O2", "method": "the ωB97M-V functional and the def2-TZVPD basis", "smiles": "O=c1[nH]c(NCCO)nc2c1C1(CCCCC1)Cc1ccccc1-2", "multiplicity": 1, "e_lumo_ev": 0.51, "total_charge": 0, "elements": ["O", "C", "N", "C", "N", "C", "C", "O", "N", "C", "C", "C", "C", "C", "C", "C", "C", "C", "C", "C", "C", "C", "C", "C", "H", "H", "H", "H", "H", "H", "H", "H", "H", "H", "H", "H", "H", "H", "H", "H", "H", "H", "H", "H", "H", "H", "H"], "coordinates": [[-0.1968, 3.0455, 0.8869], [-0.4480, 1.8514, 0.9008], [-1.7083, 1.4688, 1.3873], [-2.1771, 0.1949, 1.3573], [-3.3736, -0.0510, 1.9494], [-4.0861, -1.2759, 1.6782], [-5.2516, -1.0514, 0.7103], [-4.7450, -0.4551, -0.4612], [-1.4865, -0.7712, 0.8377], [-0.2448, -0.4912, 0.3643], [0.3575, 0.7446, 0.4518], [1.7688, 0.9578, -0.0747], [2.5122, 2.0470, 0.7169], [3.8509, 2.4247, 0.0887], [3.6509, 2.8877, -1.3501], [2.9768, 1.7936, -2.1703], [1.6417, 1.4006, -1.5454], [2.5387, -0.3669, 0.0601], [1.8003, -1.5237, -0.5306], [2.4347, -2.5356, -1.2316], [1.7128, -3.6136, -1.7173], [0.3463, -3.6882, -1.5012], [-0.2983, -2.6833, -0.8053], [0.4227, -1.5979, -0.3182], [-2.2858, 2.2338, 1.7161], [-3.9474, 0.7537, 2.1572], [-3.3591, -1.9573, 1.2358], [-4.4699, -1.6930, 2.6140], [-6.0026, -0.3940, 1.1781], [-5.7252, -2.0179, 0.4952], [-5.4278, -0.4400, -1.1387], [1.8897, 2.9395, 0.7522], [2.6658, 1.7050, 1.7439], [4.5435, 1.5807, 0.1113], [4.3002, 3.2294, 0.6753], [3.0188, 3.7783, -1.3531], [4.6118, 3.1535, -1.7973], [3.6330, 0.9234, -2.2358], [2.8023, 2.1469, -3.1893], [0.9723, 2.2633, -1.5753], [1.1813, 0.5951, -2.1238], [3.5236, -0.2848, -0.3957], [2.6849, -0.5665, 1.1284], [3.5015, -2.4823, -1.3991], [2.2178, -4.3958, -2.2656], [-0.2151, -4.5300, -1.8800], [-1.3630, -2.7140, -0.6367]], "nbo_charge": [-0.6396, 0.6509, -0.5966, 0.6310, -0.5820, -0.2446, -0.0693, -0.7233, -0.6019, 0.3251, -0.2308, -0.0445, -0.4061, -0.3952, -0.3968, -0.3974, -0.4043, -0.4281, 0.0055, -0.2107, -0.1941, -0.2254, -0.1931, -0.0292, 0.4126, 0.3829, 0.2496, 0.1987, 0.1489, 0.1714, 0.4761, 0.2482, 0.1998, 0.1857, 0.2084, 0.1967, 0.2025, 0.1886, 0.2083, 0.2144, 0.2105, 0.2165, 0.2220, 0.2084, 0.2110, 0.2111, 0.2281]}


Which structure is the least stable? The one labeled 1.


1:
{"formula": "C16H48O8", "method": "the ωB97M-V functional and the def2-TZVPD basis", "smiles": "CCO.CCO.CCO.CCO.CCO.CCO.CCO.CCO", "multiplicity": 1, "e_lumo_ev": 0.35, "total_charge": 0, "elements": ["C", "C", "O", "H", "H", "H", "H", "H", "H", "C", "C", "O", "H", "H", "H", "H", "H", "H", "C", "C", "O", "H", "H", "H", "H", "H", "H", "C", "C", "O", "H", "H", "H", "H", "H", "H", "C", "C", "O", "H", "H", "H", "H", "H", "H", "C", "C", "O", "H", "H", "H", "H", "H", "H", "C", "C", "O", "H", "H", "H", "H", "H", "H", "C", "C", "O", "H", "H", "H", "H", "H", "H"], "coordinates": [[3.1551, 2.7988, 2.1882], [2.5556, 3.8485, 1.3063], [3.5162, 4.6119, 0.6061], [2.4865, 2.3159, 2.9039], [4.0283, 3.1055, 2.7774], [3.5921, 1.9610, 1.6218], [1.8302, 4.5067, 1.7969], [1.8142, 3.3161, 0.6754], [4.0465, 3.9633, 0.1229], [-3.8542, 2.3588, -4.0680], [-5.2870, 2.3949, -4.5153], [-5.4723, 3.2246, -5.6620], [-3.3527, 3.3301, -4.0194], [-3.1460, 1.7315, -4.6213], [-3.7372, 1.9203, -3.0679], [-5.9527, 2.7865, -3.7351], [-5.6575, 1.3931, -4.7456], [-4.7753, 3.8821, -5.6944], [-3.7903, -1.2850, 1.4564], [-3.5337, -0.2912, 2.5707], [-2.4730, 0.6245, 2.1691], [-2.8911, -1.8595, 1.2229], [-4.2698, -0.8680, 0.5745], [-4.4645, -2.0502, 1.8626], [-3.2427, -0.8033, 3.4901], [-4.3610, 0.3967, 2.7616], [-2.2256, 0.3121, 1.2906], [-2.1736, 4.6232, 3.8475], [-1.4236, 4.0296, 2.6510], [-0.6285, 2.9087, 3.0443], [-2.7424, 5.5061, 3.5448], [-1.4338, 4.9913, 4.5625], [-2.8134, 3.9142, 4.3713], [-0.7824, 4.8563, 2.3160], [-2.0766, 3.7079, 1.8351], [-1.0430, 2.1827, 2.5657], [-0.1655, -1.9176, 2.9094], [-1.0974, -2.7202, 3.8172], [-1.2124, -2.1055, 5.0959], [0.8752, -1.9563, 3.2300], [-0.5070, -0.8804, 2.9106], [-0.2421, -2.2642, 1.8743], [-0.7351, -3.7440, 3.9952], [-2.0551, -2.8832, 3.3189], [-0.3950, -2.3090, 5.5584], [1.7898, -3.9200, -2.7258], [1.8862, -5.3493, -3.2480], [1.8934, -6.2404, -2.1452], [0.7921, -3.7665, -2.3109], [1.9464, -3.1160, -3.4491], [2.5142, -3.7613, -1.9264], [2.7662, -5.5117, -3.8752], [1.0176, -5.5433, -3.8786], [2.7730, -6.5693, -1.9591], [4.7275, -1.9180, -1.4713], [5.4276, -2.7754, -2.4879], [5.9779, -1.8967, -3.4888], [4.5836, -2.3943, -0.5020], [3.7324, -1.5978, -1.7982], [5.2533, -0.9711, -1.3439], [4.8211, -3.5073, -3.0406], [6.1568, -3.4250, -1.9816], [6.4882, -2.4740, -4.0704], [0.7723, -0.5338, -0.8774], [-0.0195, 0.6655, -0.3967], [-1.3239, 0.7950, -0.9678], [0.2180, -1.4711, -0.9223], [1.6341, -0.6848, -0.2225], [1.2031, -0.3937, -1.8758], [0.5265, 1.6033, -0.4755], [-0.1939, 0.4170, 0.6524], [-1.2508, 0.7746, -1.9277]], "lowdin_charge": [-0.1004, -0.3455, -0.0627, 0.0716, 0.0756, 0.0686, 0.1074, 0.0943, 0.0853, -0.1069, -0.3149, -0.0836, 0.0761, 0.0739, 0.0696, 0.1088, 0.1116, 0.0688, -0.0844, -0.2580, -0.1150, 0.0692, 0.0802, 0.0818, 0.0990, 0.1143, 0.0356, -0.0905, -0.3141, -0.0935, 0.0693, 0.0713, 0.0692, 0.0986, 0.1104, 0.0319, -0.0826, -0.3193, -0.0759, 0.0737, 0.0590, 0.0677, 0.1107, 0.0932, 0.0827, -0.1004, -0.3169, -0.0745, 0.0684, 0.0773, 0.0557, 0.1060, 0.1076, 0.0793, -0.0967, -0.3200, -0.0829, 0.0777, 0.0516, 0.0802, 0.0974, 0.1095, 0.0808, -0.0906, -0.2984, -0.0806, 0.0701, 0.0744, 0.0710, 0.1047, 0.0876, 0.0796]}


2:
{"formula": "C16H48O8", "method": "the ωB97M-V functional and the def2-TZVPD basis", "smiles": "CCO.CCO.CCO.CCO.CCO.CCO.CCO.CCO", "multiplicity": 1, "e_lumo_ev": 0.38, "total_charge": 0, "elements": ["C", "C", "O", "H", "H", "H", "H", "H", "H", "C", "C", "O", "H", "H", "H", "H", "H", "H", "C", "C", "O", "H", "H", "H", "H", "H", "H", "C", "C", "O", "H", "H", "H", "H", "H", "H", "C", "C", "O", "H", "H", "H", "H", "H", "H", "C", "C", "O", "H", "H", "H", "H", "H", "H", "C", "C", "O", "H", "H", "H", "H", "H", "H", "C", "C", "O", "H", "H", "H", "H", "H", "H"], "coordinates": [[-1.7642, -0.4596, 5.9015], [-0.8051, 0.3889, 5.0669], [-0.7097, -0.0716, 3.7342], [-1.5205, -1.5206, 5.8473], [-2.8024, -0.3362, 5.5933], [-1.7299, -0.1385, 6.9425], [0.2183, 0.4487, 5.4371], [-1.1301, 1.4241, 5.1715], [-0.0986, -0.8116, 3.7561], [4.5243, -2.1054, 0.2020], [3.7784, -2.8165, 1.3898], [3.2055, -4.0449, 0.9477], [4.9560, -1.1723, 0.5641], [3.7872, -1.9142, -0.5779], [5.3203, -2.7068, -0.2371], [3.0882, -2.0978, 1.8316], [4.4833, -2.9570, 2.2092], [3.8752, -4.7327, 0.9507], [2.0632, 3.6578, -4.1745], [0.8749, 3.8827, -3.2719], [1.1397, 3.1806, -2.0535], [1.9087, 4.1394, -5.1400], [2.2472, 2.5846, -4.2249], [2.9866, 4.0434, -3.7423], [0.0153, 3.4777, -3.8060], [0.7062, 4.9559, -3.1835], [0.9833, 2.2606, -2.2787], [2.6954, -0.9959, -5.3252], [1.9467, -2.0631, -4.5610], [1.7783, -1.6891, -3.2135], [3.0442, -1.4094, -6.2715], [3.5444, -0.5522, -4.8054], [1.9753, -0.1988, -5.5101], [2.5050, -2.9908, -4.6862], [0.9349, -2.0947, -4.9653], [1.5875, -2.4413, -2.6482], [-1.3197, -3.1762, 2.5785], [0.0543, -3.5340, 3.1564], [0.7031, -2.3586, 3.6407], [-1.8971, -2.7172, 3.3810], [-1.8830, -3.9852, 2.1134], [-1.1607, -2.4554, 1.7765], [0.6460, -3.9635, 2.3479], [0.0797, -4.2150, 4.0071], [1.3265, -2.6677, 4.3020], [0.6881, -0.0735, 0.3262], [-0.0933, -0.1992, -0.9580], [0.5337, 0.3684, -2.0809], [1.7439, -0.3064, 0.1882], [0.2559, -0.5371, 1.2129], [0.6714, 0.9996, 0.5168], [-1.1462, 0.0490, -0.8242], [-0.2086, -1.2588, -1.1858], [1.0669, -0.3378, -2.4531], [-4.6362, 1.0039, 1.0323], [-3.3278, 1.0858, 1.7858], [-3.1475, -0.0594, 2.6009], [-4.7251, 1.8237, 0.3195], [-5.5396, 1.0372, 1.6412], [-4.7034, 0.0760, 0.4643], [-3.2569, 1.9683, 2.4216], [-2.4609, 1.1339, 1.1268], [-2.2787, -0.0518, 3.0092], [-2.5499, 2.4079, -2.1183], [-3.0461, 3.8389, -2.1396], [-3.5687, 4.1647, -0.8839], [-3.3228, 1.6843, -1.8591], [-1.7819, 2.2804, -1.3555], [-2.0950, 2.2065, -3.0882], [-3.7903, 4.0830, -2.8977], [-2.2560, 4.5578, -2.3568], [-3.1866, 5.0039, -0.6169]], "lowdin_charge": [-0.0739, -0.2919, -0.1132, 0.0663, 0.0743, 0.0703, 0.1099, 0.1120, 0.0289, -0.0765, -0.3032, -0.0834, 0.0706, 0.0530, 0.0648, 0.0921, 0.1003, 0.0816, -0.0999, -0.3265, -0.0865, 0.0731, 0.0647, 0.0739, 0.0964, 0.1081, 0.0272, -0.0801, -0.2984, -0.0899, 0.0771, 0.0809, 0.0722, 0.1150, 0.1177, 0.1032, -0.0554, -0.2739, -0.1026, 0.0701, 0.0806, 0.0675, 0.0987, 0.1142, 0.0999, -0.0526, -0.3232, -0.0862, 0.0680, 0.0563, 0.0812, 0.0979, 0.1017, 0.0276, -0.0834, -0.3159, -0.1020, 0.0551, 0.0711, 0.0726, 0.1102, 0.0949, 0.0052, -0.0782, -0.3330, -0.0763, 0.0717, 0.0634, 0.0714, 0.1068, 0.1032, 0.0830]}


3:
{"formula": "C16H48O8", "method": "the ωB97M-V functional and the def2-TZVPD basis", "smiles": "CCO.CCO.CCO.CCO.CCO.CCO.CCO.CCO", "multiplicity": 1, "e_lumo_ev": 0.36, "total_charge": 0, "elements": ["C", "C", "O", "H", "H", "H", "H", "H", "H", "C", "C", "O", "H", "H", "H", "H", "H", "H", "C", "C", "O", "H", "H", "H", "H", "H", "H", "C", "C", "O", "H", "H", "H", "H", "H", "H", "C", "C", "O", "H", "H", "H", "H", "H", "H", "C", "C", "O", "H", "H", "H", "H", "H", "H", "C", "C", "O", "H", "H", "H", "H", "H", "H", "C", "C", "O", "H", "H", "H", "H", "H", "H"], "coordinates": [[4.8206, -2.4287, -0.6802], [4.0015, -2.0122, 0.5216], [4.1366, -0.6650, 0.8793], [4.5238, -1.9187, -1.6004], [4.7524, -3.5021, -0.8747], [5.8908, -2.2169, -0.5811], [4.1748, -2.6920, 1.3620], [2.9477, -2.2384, 0.2779], [3.4648, -0.1719, 0.3884], [-2.8972, 2.8058, -0.4364], [-3.6828, 1.6269, -0.9743], [-2.8057, 0.9107, -1.8652], [-2.3573, 3.2596, -1.2660], [-2.2357, 2.5465, 0.3915], [-3.5411, 3.5693, 0.0139], [-4.5611, 1.9357, -1.5457], [-4.0299, 1.0055, -0.1432], [-3.0994, -0.0057, -1.8232], [2.2346, 4.9314, 0.1252], [3.0110, 3.7936, 0.7337], [3.0916, 3.8900, 2.1644], [2.0269, 4.6872, -0.9207], [2.7309, 5.9069, 0.0943], [1.2760, 5.1300, 0.6086], [4.0383, 3.6955, 0.3678], [2.5350, 2.8453, 0.4695], [2.9079, 4.8051, 2.3924], [0.4352, -3.0542, 2.0044], [0.4348, -4.3775, 2.7826], [-0.8016, -5.0736, 2.6899], [-0.3791, -2.4538, 2.4098], [0.4193, -3.2370, 0.9324], [1.3956, -2.5782, 2.2145], [0.6256, -4.1284, 3.8326], [1.2345, -5.0270, 2.4286], [-1.4791, -4.4403, 2.4391], [-0.2595, -0.6363, -0.6717], [0.6643, 0.4585, -0.1666], [1.9938, 0.3082, -0.6782], [-0.4384, -0.5162, -1.7368], [-1.2082, -0.5479, -0.1373], [0.2012, -1.5938, -0.4387], [0.7534, 0.4403, 0.9189], [0.3064, 1.4398, -0.4974], [1.9834, 0.5391, -1.6166], [-2.0315, -3.2638, -2.1252], [-3.3974, -3.2097, -1.4495], [-4.3773, -2.9734, -2.4607], [-1.9692, -4.1211, -2.7881], [-1.2822, -3.2489, -1.3330], [-1.9031, -2.3322, -2.6768], [-3.3671, -2.3813, -0.7259], [-3.6537, -4.1157, -0.8962], [-5.2307, -3.2810, -2.1448], [1.2001, 3.6336, -3.4502], [2.1577, 2.4879, -3.1693], [1.5608, 1.2037, -3.3378], [1.7416, 4.5643, -3.2634], [0.3354, 3.5949, -2.7864], [0.8284, 3.6810, -4.4759], [2.4284, 2.5533, -2.1142], [3.0685, 2.5911, -3.7644], [1.0881, 1.1786, -4.1743], [-2.0756, 0.1066, 4.0054], [-3.2258, -0.3680, 3.1211], [-4.4752, 0.1741, 3.5143], [-2.2775, 0.0034, 5.0664], [-1.8928, 1.1533, 3.7515], [-1.1838, -0.4583, 3.7261], [-3.2685, -1.4676, 3.1855], [-3.0303, -0.2042, 2.0581], [-5.0040, -0.5156, 3.9185]], "lowdin_charge": [-0.0945, -0.3586, -0.0736, 0.0685, 0.0698, 0.0723, 0.1074, 0.0906, 0.0382, -0.0861, -0.2978, -0.0979, 0.0695, 0.0652, 0.0748, 0.1078, 0.1027, 0.0595, -0.0866, -0.3055, -0.0789, 0.0448, 0.0786, 0.0820, 0.1144, 0.0910, 0.0688, -0.0828, -0.3099, -0.0793, 0.0623, 0.0593, 0.0751, 0.1072, 0.1107, 0.0640, -0.0838, -0.2714, -0.1100, 0.0689, 0.0673, 0.0473, 0.1174, 0.1071, 0.0456, -0.0755, -0.3208, -0.0811, 0.0789, 0.0570, 0.0684, 0.0936, 0.1112, 0.0790, -0.0852, -0.2922, -0.0844, 0.0720, 0.0727, 0.0757, 0.0931, 0.1178, 0.0997, -0.0754, -0.3353, -0.0724, 0.0751, 0.0741, 0.0576, 0.1049, 0.0897, 0.0798]}


Which structure is the least stable? The one labeled 1.